1.
Formula: C51H46N17O2Se2Tc
Source: OMol25
Level of theory: the ωB97M-V functional and the def2-TZVPD basis

```
119
Properties=species:S:1:pos:R:3:mulliken_charge:R:1
Tc -0.46 -1.70 0.61 -2.0206
N -2.12 -4.78 0.59 -0.0861
C -2.34 -3.96 1.67 0.1549
N -3.02 -4.36 2.67 -0.5184
N -3.01 -3.37 3.57 -0.8478
N -2.29 -2.40 3.07 -0.5387
N -1.82 -2.78 1.87 1.1013
C -1.29 -4.48 -0.47 0.4373
N -1.20 -5.21 -1.55 -0.8943
N -0.29 -4.55 -2.33 -0.8532
N 0.11 -3.49 -1.78 0.3801
N -0.50 -3.39 -0.55 0.3649
H -2.47 -5.73 0.66 0.2688
Se 0.47 -0.73 -7.17 0.2298
N -0.76 -1.94 -7.53 -0.8496
C -1.36 -2.23 -6.39 0.7852
C -2.41 -3.17 -6.20 -0.5908
C -2.85 -3.38 -4.96 -1.1860
C -2.21 -2.71 -3.83 -0.0360
N -1.25 -1.88 -3.96 0.5684
C -0.83 -1.60 -5.20 0.2197
N 0.08 -0.72 -5.47 -0.3898
H -2.77 -3.80 -7.05 0.3630
H -3.61 -4.11 -4.70 0.4460
H -2.57 -3.01 -2.81 0.3210
C -4.72 1.79 3.14 -0.6429
C -4.21 3.19 2.94 -0.4529
C -3.99 3.49 1.45 -0.9772
C -2.98 2.60 0.70 -0.5282
N -1.67 2.75 1.25 1.4184
C -1.11 1.87 2.07 -0.5223
Se -1.58 0.11 2.52 0.1039
N -0.12 2.49 2.74 0.9900
C 0.86 1.94 3.69 -0.0905
C 0.71 2.59 5.07 -0.9557
C 0.06 1.64 6.12 -0.4965
C 0.94 0.50 6.50 -1.1225
C -0.02 3.83 2.32 0.8032
C 0.87 4.84 2.67 -0.6155
C 0.71 6.08 2.04 -0.9635
C -0.20 6.19 0.99 -0.8476
C -0.99 5.13 0.61 -1.0761
C -0.97 3.95 1.30 -0.0326
H -5.24 1.74 4.13 0.4454
H -3.81 1.14 3.15 -0.1536
H -5.48 1.51 2.35 0.1828
H -3.30 3.48 3.52 0.2289
H -4.95 3.99 3.23 0.3816
H -3.62 4.52 1.35 0.4581
H -4.95 3.43 0.95 0.5611
H -2.91 2.86 -0.36 0.3411
H -3.15 1.55 0.89 -0.3305
H 1.84 2.05 3.14 0.3374
H 0.68 0.87 3.79 -0.4245
H 0.08 3.48 5.00 0.3825
H 1.67 2.93 5.49 0.4585
H -0.96 1.27 5.82 0.1444
H -0.12 2.25 7.02 0.4371
H 1.13 -0.18 5.66 0.2093
H 0.45 -0.06 7.29 0.3844
H 1.91 0.77 6.96 0.3032
H 1.70 4.77 3.33 0.4812
H 1.33 6.91 2.28 0.5081
H -0.21 7.17 0.58 0.4574
H -1.75 5.30 -0.11 0.5205
N 5.85 -1.64 4.55 -0.5626
C 4.88 -1.76 3.93 -0.3797
C 3.61 -1.57 3.18 0.1444
C 2.56 -2.45 3.27 -1.0250
C 1.39 -2.26 2.55 -0.2384
C 1.23 -1.22 1.71 1.8272
C 2.27 -0.30 1.60 -0.1373
C 3.50 -0.52 2.27 -0.7177
H 2.64 -3.34 3.86 0.5683
H 0.66 -3.06 2.67 0.3175
H 2.25 0.55 0.98 0.9541
H 4.35 0.16 2.10 0.4990
O -0.64 0.21 -1.56 -0.5307
C 0.59 -0.25 -1.71 -0.7479
N 1.38 0.09 -2.72 0.0436
C 2.65 -0.64 -2.54 3.2448
C 2.34 -1.48 -1.19 -1.6256
O 3.07 -2.21 -0.63 -0.6022
N 1.02 -1.10 -0.80 1.1288
C 3.80 0.27 -2.04 -0.6532
C 5.01 -0.34 -1.64 0.3421
C 5.99 0.37 -1.03 -0.9410
C 5.74 1.74 -0.75 -0.3684
C 4.56 2.33 -1.10 -1.0302
C 3.60 1.58 -1.74 -0.1531
C 3.04 -1.44 -3.77 -0.2054
C 4.03 -0.90 -4.61 -0.5220
C 4.35 -1.59 -5.81 -0.8231
C 3.78 -2.82 -6.11 -0.7216
C 2.81 -3.29 -5.27 -0.4134
C 2.38 -2.63 -4.14 -0.1493
H 0.98 0.24 -3.63 0.6042
H 5.11 -1.50 -1.72 0.2215
H 6.90 -0.08 -0.67 0.4492
H 6.54 2.33 -0.31 0.3774
H 4.36 3.36 -0.83 0.4564
H 2.62 1.99 -2.01 0.3869
H 4.52 0.04 -4.41 0.4984
H 5.11 -1.23 -6.50 0.3824
H 4.05 -3.42 -6.97 0.4128
H 2.27 -4.21 -5.62 0.3872
H 1.59 -3.09 -3.55 0.4356
C -1.39 -0.57 -0.59 2.2463
C -2.80 -0.35 -0.91 0.2937
C -3.75 -0.85 -0.03 -0.2004
C -5.10 -0.61 -0.22 -0.7559
C -5.57 0.05 -1.35 -0.7998
C -4.66 0.51 -2.27 -0.8972
C -3.28 0.32 -2.08 0.0174
H -3.42 -1.41 0.85 0.1374
H -5.76 -1.08 0.49 0.5397
H -6.63 0.09 -1.65 0.3966
H -5.01 1.01 -3.18 0.4642
H -2.50 0.75 -2.74 0.2885
```

Summary:
Highest occupied orbital energy   -7.976 eV
Charge   0
Electronic energy   -7935.95942 hartree
Energy above the lowest of the compared OMol25 structures with the same formula, charge and spin   1.105 eV
Multiplicity   1
Orbital gap   6.57 eV

=====

2.
Formula: C3H2O3Sm
Source: OMol25
Level of theory: the ωB97M-V functional and the def2-TZVPD basis

```
9
Properties=species:S:1:pos:R:3:nbo_charge:R:1
C -0.15 -0.08 -0.75 0.3298
C 0.56 0.27 0.40 -0.2326
O 0.90 -0.89 1.27 -0.3884
C 0.11 -0.53 2.13 1.0475
O -0.54 -0.62 3.08 -0.3509
O -0.26 0.70 -1.73 -0.7852
H -0.69 -1.04 -0.74 0.1556
H 1.26 1.10 0.50 0.2431
Sm -1.19 1.09 -4.16 0.9812
```

Summary:
Highest occupied orbital energy (alpha / beta)   -9.259 / -13.120 eV
Charge   +1
Electronic energy   -998.79328 hartree
Energy above the lowest of the compared OMol25 structures with the same formula, charge and spin   2.227 eV
Multiplicity   8
Orbital gap (alpha / beta)   5.07 / 8.94 eV

=====

3.
Formula: C30H33ClNO8PdS4
Source: OMol25
Level of theory: the ωB97M-V functional and the def2-TZVPD basis

```
78
Properties=species:S:1:pos:R:3:mulliken_charge:R:1
Pd -0.45 1.45 -0.20 0.4325
O -1.17 -0.85 0.30 0.0453
S -1.68 -2.25 0.28 0.1029
C -0.19 -3.29 0.19 -0.5627
C 0.61 -3.24 1.48 -1.3998
C 1.55 -2.04 1.65 1.0548
C 2.62 -1.90 0.57 -1.0362
S 2.54 -0.26 -0.22 0.2805
O 1.14 -0.09 -0.74 0.3337
C 3.50 -0.67 -1.67 0.6671
C 2.84 -0.91 -2.86 -0.3197
C 3.59 -1.24 -3.99 -0.7229
C 4.97 -1.32 -3.91 -0.4493
C 5.62 -1.08 -2.71 -0.5791
C 4.88 -0.74 -1.58 -0.6012
C -2.19 -2.54 -1.41 0.3510
C -2.94 -3.66 -1.74 -0.5041
C -3.31 -3.87 -3.06 -0.5764
C -2.96 -2.94 -4.03 -0.4991
C -2.23 -1.81 -3.69 -0.6457
C -1.85 -1.60 -2.37 -0.3073
H 0.36 -2.95 -0.69 0.2346
H -0.56 -4.31 -0.01 0.6244
H 1.20 -4.16 1.57 0.4737
H -0.05 -3.26 2.35 0.3850
H 2.03 -2.15 2.62 0.4808
H 0.95 -1.14 1.70 -1.1257
H 2.58 -2.66 -0.22 0.4891
H 3.62 -1.91 1.00 0.5970
H 1.76 -0.82 -2.90 0.3555
H 3.08 -1.42 -4.93 0.4120
H 5.55 -1.58 -4.79 0.3726
H 6.70 -1.13 -2.65 0.3911
H 5.38 -0.53 -0.64 0.4250
H -3.22 -4.37 -0.97 0.4533
H -3.89 -4.74 -3.33 0.3829
H -3.26 -3.10 -5.06 0.3747
H -1.97 -1.08 -4.45 0.4520
H -1.28 -0.73 -2.07 0.2819
Cl 2.46 3.08 -1.55 -0.2356
C 1.13 4.16 -1.87 1.1416
C 1.41 5.52 -1.93 -0.7302
C 0.39 6.41 -2.19 -0.3648
C -0.90 5.95 -2.38 -0.6598
C -1.16 4.59 -2.31 -0.3107
C -0.15 3.66 -2.06 -0.0601
C -0.48 2.22 -2.00 -1.5037
H 2.42 5.86 -1.76 0.4035
H 0.60 7.47 -2.22 0.3595
H -1.72 6.64 -2.55 0.3676
H -2.18 4.23 -2.42 0.2791
H 0.23 1.59 -2.55 0.5739
H -1.50 2.05 -2.34 0.4927
N -3.23 0.29 2.13 -0.2016
C -2.29 -0.18 3.06 0.0395
C -0.95 0.20 3.03 0.8810
C -0.03 -0.40 3.88 -0.9909
C -0.40 -1.43 4.72 -0.3536
C -1.74 -1.79 4.79 -0.7594
C -2.68 -1.15 3.99 -0.6708
S 0.87 -2.46 5.46 1.3256
O 0.50 -2.62 6.86 -0.7325
O 2.11 -1.74 5.22 -0.7258
O 0.77 -3.70 4.68 -0.6637
H -4.17 0.38 2.49 0.2477
H -2.95 1.08 1.57 0.0622
H -0.53 0.82 2.25 0.3452
H 1.01 -0.12 3.84 0.6095
H -2.04 -2.59 5.45 0.3818
H -3.72 -1.46 4.03 0.3572
C -2.23 3.75 2.82 -0.9050
S -1.52 3.86 1.20 1.1570
O -2.15 2.73 0.42 -0.8559
O -1.86 5.16 0.68 -0.5949
O -0.09 3.59 1.37 -0.6485
H -3.31 3.87 2.73 0.3038
H -1.81 4.56 3.41 0.3859
H -1.98 2.79 3.26 0.1291
```

Summary:
Highest occupied orbital energy   -5.011 eV
Charge   -1
Electronic energy   -4000.52601 hartree
Energy above the lowest of the compared OMol25 structures with the same formula, charge and spin   0.898 eV
Multiplicity   1
Orbital gap   6.83 eV